# CH3N2S

The ion CH3N2S with charge +1 at a distorted geometry (wB97M-V/def2-TZVPD, the OMol25 dataset).

```
7
CH3N2S wB97M-V/def2-TZVPD
S -0.19060 1.08028 1.77863
N 0.88839 -0.78072 -0.43176
N -1.13585 0.62000 0.22637
C 0.06823 0.22130 0.25746
H 1.88747 -0.60020 -0.35582
H 0.49983 -1.28024 -1.24044
H -2.01747 0.73957 -0.23443
```

Summary:
Total charge   +1
Energy above the lowest of the compared OMol25 structures with the same formula, charge and spin   16.59 kcal per mole

Atomic partial charges in e from the Löwdin method, atoms 1 to 5:
1 S 1.04
2 N 0.18
3 N -0.05
4 C -0.57
5 H 0.12

***

# C10H14NOPS

An isolated molecule of C10H14NOPS at a distorted geometry (wB97M-V/def2-TZVPD, the OMol25 dataset).

```
28
C10H14NOPS wB97M-V/def2-TZVPD
S -5.36136 1.40830 -1.14777
P 0.65944 0.65468 1.41002
O -5.29754 0.45731 1.19671
N -4.97586 0.37722 0.01358
C 4.68084 0.79794 -0.73972
C -0.30419 -0.52337 0.23584
C 3.69017 1.67039 -1.10650
C -2.59460 -0.95354 -0.55346
C 4.46100 -0.06712 0.28116
C -1.75697 -0.74547 0.64460
C 2.39926 1.62180 -0.49276
C -4.08778 -1.04352 -0.52003
C 3.21829 -0.19556 0.81984
C 2.20289 0.64784 0.45302
H 3.85204 2.57222 -1.79664
H -1.94874 -1.69829 1.20208
H -1.93219 0.14657 1.22082
H -0.14387 -0.03917 -0.78901
H -2.33175 -1.90784 -0.96439
H 3.10847 -1.03151 1.55665
H -4.55886 -1.53544 0.31809
H -4.62605 -1.35340 -1.49560
H 0.36589 -1.42194 0.24594
H 0.93214 -0.16016 2.52151
H 5.29040 -0.75084 0.56962
H 1.70072 2.43879 -0.67780
H 5.72437 0.81268 -1.06124
H -2.36616 -0.17861 -1.34456
```

Summary:
Structure (SMILES)   [O-][N+](=S)CCCCPc1ccccc1
Total charge   0
Energy above the lowest of the compared OMol25 structures with the same formula, charge and spin   36.17 kcal per mole

Atomic partial charges in e from the Löwdin method, atoms 1 to 5:
1 S 0.66
2 P 0.94
3 O -0.08
4 N -0.75
5 C -0.12

***

# C28H32BrCsN5O6

A structure of composition C28H32BrCsN5O6 at a distorted geometry (wB97M-V/def2-TZVPD, the OMol25 dataset).

```
73
C28H32BrCsN5O6 wB97M-V/def2-TZVPD
Cs 0.70640 1.46370 -0.36936
Br 2.71123 -0.42146 6.36168
O -1.45995 2.82276 0.08195
O 0.40444 3.94055 -0.43932
O -0.51533 -1.34789 3.18968
O 2.02086 -0.55477 -0.63336
O 0.64868 -0.64703 -2.39181
O 1.66891 -1.07540 3.63480
N -0.64562 -2.82460 -1.52446
N 1.80524 -4.51557 2.03392
N -0.23584 -3.40318 2.11546
N -0.14206 -5.76611 2.04658
N -0.73772 6.78868 0.05166
C 2.82112 -3.38963 0.00631
C -1.29478 5.46643 2.03011
C -0.84636 4.77744 3.16653
C 1.14629 -1.11304 -1.33998
C -3.13427 5.25151 -3.05332
C 0.04795 -0.24321 5.19158
C -1.80342 0.76456 6.40306
C -2.50389 4.37872 -2.18036
C -2.75659 5.47223 1.66968
C -0.83977 3.78702 -0.42094
C -2.12730 7.08962 -1.88057
C -0.97331 0.99415 7.48985
C 1.58632 -3.56086 -0.87092
C 0.43611 -4.50035 2.07076
C 0.35746 0.61742 7.43015
C 0.97575 6.20494 1.64002
C -2.92234 6.61652 -2.91165
C 1.39642 5.57593 2.79230
C 0.51629 -0.93092 3.93308
C -1.48902 6.21236 -1.00251
C 2.54991 -3.37486 1.51367
C 0.57336 -2.43762 -0.80284
C 0.48853 4.83910 3.54336
C -0.35835 6.13675 1.24054
C -1.64434 4.83303 -1.18483
C -1.29273 0.14583 5.27677
C 0.86750 0.00930 6.28885
C -1.80702 3.95118 3.98372
H -2.00288 8.15660 -1.72912
H -1.27290 3.40326 4.76060
H -3.01094 4.61308 1.04152
H -1.08008 -5.81544 2.40569
H 3.50062 -3.32622 2.04850
H -0.52298 -3.73279 -1.95589
H 1.05066 -4.47986 -0.59988
H -2.33049 3.22763 3.35365
H 2.44008 5.61509 3.08042
H -3.37591 5.42862 2.56519
H -0.26235 -2.11249 2.62432
H -1.23399 -3.58503 2.09151
H -2.84291 1.06487 6.43203
H -3.39759 7.31764 -3.58741
H 3.29526 -2.43187 -0.21957
H -1.35559 1.46895 8.38502
H 0.31940 -2.25490 0.24531
H -0.06379 7.46868 -0.26011
H -0.74638 -2.15063 -2.28110
H 0.43763 -6.54433 2.31305
H -2.64364 3.30823 -2.27396
H 1.01889 0.79870 8.26562
H 2.22698 -5.41227 1.85472
H 1.90624 -3.69277 -1.91173
H -1.92551 -0.03623 4.42078
H -2.56555 4.57132 4.46924
H 3.52959 -4.18837 -0.24675
H 0.81964 4.29883 4.42314
H 1.99522 -2.48076 1.79756
H -3.01795 6.37763 1.11950
H 1.68967 6.70656 0.99579
H -3.78094 4.87363 -3.83570
```

Summary:
Total charge   -1
Energy above the lowest of the compared OMol25 structures with the same formula, charge and spin   56.44 kcal per mole

Atomic partial charges in e from the Löwdin method, atoms 1 to 5:
1 Cs 1.72
2 Br 0.79
3 O -0.24
4 O -0.29
5 O 0.06

***

# C24H60N10O23

A cluster of 11 separate species, C24H60N10O23 in total at a distorted geometry (wB97M-V/def2-TZVPD, the OMol25 dataset).

```
117
C24H60N10O23 wB97M-V/def2-TZVPD
O -5.06818 -2.69067 -7.77677
O 8.65857 -2.83911 2.90898
O -6.53977 -3.73560 -6.60037
O 0.85715 7.94932 4.08684
O 6.14078 -0.25269 1.12253
O -6.22002 2.59810 -2.17212
O -1.22531 -2.06844 6.19360
O 0.64578 3.17101 4.90077
O 14.43878 -1.79299 2.80747
O -1.56064 0.85480 9.18602
O -0.25364 -0.27282 5.51883
O 14.69870 -0.54513 4.54384
O 0.12405 0.63842 -2.23825
O 9.45462 -2.14554 4.78427
O 4.99659 -1.93502 1.81201
O 4.19092 -5.02947 -3.76707
O -7.40726 0.87887 -1.65692
O -0.09029 4.49860 6.41744
O 1.31774 7.80135 1.98963
O 4.30564 -3.27388 -2.57004
O -1.89869 2.48002 -0.54667
O -2.10607 -1.17328 9.65604
O -0.25997 3.89849 0.15251
N 8.67166 -2.08343 3.85855
N -2.24411 -0.14093 9.04199
N -0.44808 -1.47161 5.47947
N -7.27831 2.01646 -2.05360
N 0.26699 3.40614 6.03491
N -5.53151 -3.69004 -7.27215
N 14.02912 -1.22975 3.80000
N 5.61333 -1.33419 0.95910
N 3.73456 -3.98207 -3.37939
N 1.04677 7.31714 3.06976
C 7.64445 -1.00861 3.87036
C 5.72946 -1.95832 -0.37815
C -1.05297 3.54625 -0.91283
C -2.70673 -0.43206 -4.48770
C 0.32486 -2.25014 4.47653
C -1.41803 -0.82480 -5.20203
C -4.81013 -4.97550 -7.48249
C -5.21851 -0.15003 -4.80571
C -3.33356 -0.10138 8.02947
C 0.22763 2.29310 7.02448
C 0.80316 1.93534 1.12283
C 2.40654 -3.58712 -3.95556
C 0.94262 3.17723 0.24866
C -6.33483 -0.99762 -4.20751
C -5.08063 -1.04209 -1.90245
C 12.58821 -1.38308 4.14438
C -2.11677 1.51126 -1.55772
C -8.50368 2.76772 -2.43990
C -3.96156 -0.94047 -5.21887
C -0.12608 -0.59281 -4.40657
C -0.08111 0.73959 -3.63145
C 0.94470 5.83283 3.13831
C -6.03740 -1.73180 -2.88892
C -1.10431 0.36482 -1.55945
H -3.93763 -4.78052 -8.09382
H 0.69515 -0.59815 -5.12651
H -6.99419 -1.84424 -2.38040
H -1.48958 -1.89091 -5.43706
H 5.28702 -1.27820 -1.09860
H -0.24519 1.79669 1.37368
H 12.15041 -0.38988 4.15415
H -4.93240 0.01347 -2.10756
H 1.69470 -3.48648 -3.14215
H -2.18875 1.99864 -2.53224
H 1.37739 -2.10079 4.69225
H 2.51551 -2.64487 -4.48352
H 7.77106 -0.41513 4.76789
H -2.70814 -0.87513 -3.49392
H 0.16690 5.52501 2.44369
H 0.75797 1.33005 -3.99768
H 5.20945 -2.90440 -0.35868
H -9.36041 2.12359 -2.28489
H -3.33450 0.87687 7.56426
H -8.39587 3.04484 -3.48402
H 1.33504 2.07816 2.05384
H -3.12193 -0.88589 7.30973
H -4.53551 -5.35508 -6.50317
H -5.48627 -1.10189 -0.89393
H 0.07997 -1.84563 3.49949
H -1.35737 -0.31972 -6.16747
H -2.76502 0.65436 -4.43007
H 1.21683 1.05230 0.64188
H 1.90677 5.42854 2.83675
H -0.97052 1.33244 -3.84870
H 2.11530 -4.37908 -4.63489
H -5.68755 -2.74608 -3.08159
H -4.26568 -0.29490 8.55128
H 12.12101 -2.01587 3.40006
H -5.63454 0.29216 -5.71424
H -6.61938 -1.73634 -4.95787
H -8.55072 3.65311 -1.81363
H 6.67000 -1.48885 3.84556
H -4.11903 -1.55395 -1.86117
H -5.49821 -5.65566 -7.97454
H 0.56785 1.38799 6.54300
H 1.65567 3.83757 0.74025
H -1.55836 -0.55151 -1.94899
H 12.53244 -1.83118 5.13095
H -0.83382 0.16889 -0.52273
H 0.70007 5.54610 4.15161
H 7.78863 -0.41114 2.97612
H -0.79642 2.18911 7.36342
H 1.36402 2.93949 -0.72963
H -3.09688 1.08470 -1.34436
H -0.44489 3.28006 -1.78300
H -4.08737 -1.97964 -4.90637
H 6.78965 -2.09062 -0.57213
H 0.87316 2.57514 7.85149
H -1.64079 4.43042 -1.16883
H -7.20927 -0.36152 -4.06182
H -4.95464 0.69602 -4.17161
H -3.79881 -0.88847 -6.29228
H 0.07462 -1.43071 -3.73787
H 0.04039 -3.29155 4.56470
```

Summary:
Structure (SMILES)   CCCCCCCCCOCCOCOCC.C[N+](=O)[O-].C[N+](=O)[O-].C[N+](=O)[O-].C[N+](=O)[O-].C[N+](=O)[O-].C[N+](=O)[O-].C[N+](=O)[O-].C[N+](=O)[O-].C[N+](=O)[O-].C[N+](=O)[O-]
Total charge   0

Atomic partial charges in e from the Löwdin method, atoms 1 to 5:
1 O 0.07
2 O 0.06
3 O 0.06
4 O 0.07
5 O 0.05

***

Number 1: highest occupied orbital energy -15.04 eV, LUMO level -6.09 eV. Number 2: highest occupied orbital energy -8.73 eV, LUMO level -0.47 eV. Number 3: highest occupied orbital energy -4.97 eV, LUMO level 2.17 eV. Number 4: highest occupied orbital energy -9.58 eV, LUMO level -0.38 eV.